1.
# C28H68IO25P5S

A 5-piece molecular cluster, C28H68IO25P5S overall at a distorted geometry (wB97M-V/def2-TZVPD, the Open Molecules 2025 dataset).

Structure (ORCA input):
```
! wB97M-V def2-TZVPD RIJCOSX def2/J DEFGRID3
* xyz 0 1
I 4.031 1.309 -3.445
S 0.796 0.645 2.028
P -0.911 -4.804 6.327
P -2.517 -3.449 -0.576
P 3.037 -1.593 0.902
P -3.883 9.811 -0.923
P 0.032 -8.771 -3.836
O 4.147 1.186 0.309
O 1.855 -2.479 1.731
O -0.920 -4.079 4.774
O 3.704 -2.559 -0.047
O 0.477 -9.751 -2.599
O -2.237 -5.698 5.968
O -0.169 -10.147 -4.842
O -5.206 8.936 -1.335
O -3.718 -3.372 -1.795
O 2.465 2.313 -0.564
O 0.720 -0.128 3.289
O -0.501 1.382 1.933
O -1.414 -3.425 0.736
O -2.772 -5.054 -0.355
O -3.963 10.663 -2.407
O 2.182 1.546 1.736
O -1.459 -8.459 -3.790
O -3.932 9.120 0.647
O -1.380 -3.218 -1.565
O 0.836 -0.153 0.555
O 4.159 -1.145 2.067
O -1.065 -5.253 7.976
O 0.534 -7.377 -2.978
O 0.370 -5.602 6.122
O -2.607 9.060 -1.285
C -0.263 -6.956 -1.878
C 5.125 3.898 -0.227
C 0.751 3.305 -3.027
C 2.217 -0.101 0.021
C 3.514 -0.439 -2.265
C -3.043 9.712 1.596
C 0.586 5.782 0.825
C 2.747 1.366 0.433
C -0.381 -9.858 -6.224
C 4.920 3.413 1.265
C -4.077 -5.460 0.065
C -0.747 5.296 0.132
C -6.419 9.648 -1.588
C -0.213 -4.545 8.877
C -3.603 9.964 -3.589
C 0.838 3.962 -1.556
C 4.886 1.816 1.374
C 1.840 -9.701 -2.172
C -3.421 -4.999 5.580
C 1.086 2.736 -0.559
C -3.426 -3.974 -3.049
C -1.002 -2.115 1.137
C 2.106 -0.376 -1.545
C -0.554 4.662 -1.312
C 6.161 5.088 -0.402
C -0.529 -4.881 3.666
C 3.661 -1.707 -3.236
C -1.627 4.333 1.069
H -0.590 -7.804 -1.275
H -2.813 -3.304 -3.652
H 0.455 -9.279 -6.622
H 1.897 -9.170 -1.220
H 5.376 3.038 -0.918
H -2.374 4.990 1.610
H -6.609 9.661 -2.663
H -3.568 -5.114 4.504
H -6.371 10.677 -1.225
H 4.115 4.262 -0.586
H -0.904 -4.404 2.759
H 2.046 -2.345 2.681
H -4.667 -4.617 0.431
H 7.067 4.774 -0.999
H 0.836 -4.753 8.656
H -2.233 3.607 0.452
H 5.647 5.878 -1.030
H 0.395 1.916 -0.932
H -2.518 9.940 -3.694
H 4.607 1.464 2.405
H 4.065 3.897 1.807
H -0.948 -5.886 3.731
H -3.362 -3.934 5.818
H 0.311 6.088 1.883
H -0.463 -1.626 0.339
H -4.374 -4.135 -3.567
H -0.446 -10.801 -6.766
H 4.333 -0.571 -1.500
H 1.647 -1.409 -1.638
H 1.172 2.263 -3.029
H -7.242 9.134 -1.090
H -4.005 8.949 -3.591
H 1.008 6.718 0.349
H 2.204 -10.719 -2.032
H 0.698 3.067 0.441
H 4.764 -1.955 -3.256
H -0.633 5.512 -2.052
H -4.597 -5.917 -0.778
H 3.345 -1.485 -4.286
H -0.432 -4.879 9.891
H 6.426 5.508 0.602
H -1.312 -9.306 -6.362
H 0.345 -6.297 -1.254
H -1.020 3.832 1.868
H 3.109 -2.556 -2.755
H -2.926 -4.935 -2.925
H -0.400 -3.472 8.811
H -3.197 9.226 2.560
H 1.378 4.995 0.927
H -3.255 10.777 1.700
H -4.275 -5.433 6.101
H -2.005 9.569 1.290
H -1.123 -6.392 -2.235
H -1.403 3.946 -1.534
H 1.389 0.323 -2.046
H 5.860 3.709 1.830
H -0.352 3.199 -3.253
H 2.476 -9.193 -2.900
H -1.387 6.220 -0.006
H 5.962 1.498 1.231
H -4.021 10.510 -4.437
H 1.706 4.685 -1.551
H 0.559 -4.929 3.605
H 3.781 -0.558 2.746
H -3.978 -6.198 0.862
H 1.227 3.947 -3.810
H -1.876 -1.520 1.414
H -0.350 -2.208 1.997
*
```

Computed properties:
Orbital gap ... 0.236 hartree
Highest occupied orbital energy ... -9.1 eV
SMILES string ... CCCCO[C@]1(OC[C@@H](C)CC(C)C)OS(=O)(=O)O[C@]1(C[C@@H](C)I)P(=O)(O)O.COP(=O)(OC)OC.COP(=O)(OC)OC.COP(=O)(OC)OC.COP(=O)(OC)OC
LUMO ... -2.68 eV



2.
# C28H69N3O4

A 7-piece molecular cluster, C28H69N3O4 overall at a distorted geometry (wB97M-V/def2-TZVPD, the Open Molecules 2025 dataset).

Structure (ORCA input):
```
! wB97M-V def2-TZVPD RIJCOSX def2/J DEFGRID3
* xyz 1 2
O -0.734 4.838 0.032
O -0.146 0.503 -2.657
O -3.197 -1.568 4.488
O -0.535 2.168 -0.635
N 5.188 -0.337 1.805
N 1.071 -4.529 1.334
N -5.519 3.579 -3.036
C -3.562 -0.343 4.001
C 3.647 1.527 2.513
C 0.507 5.242 -0.502
C 0.242 -4.266 2.442
C 2.118 -5.573 1.540
C 6.508 -1.945 0.282
C 0.964 -3.766 3.712
C -0.909 -0.759 -2.914
C 1.725 -3.352 0.726
C -1.084 -0.834 -4.479
C 0.342 1.120 -3.806
C 0.778 -2.555 -0.223
C -5.433 2.356 -2.213
C 5.086 1.103 2.158
C -2.525 0.132 2.994
C 5.405 -1.234 4.069
C 2.410 -6.461 0.250
C -0.613 0.601 -4.970
C -4.463 2.471 -1.050
C -6.411 3.361 -4.212
C -6.665 4.568 -5.099
C -1.342 -0.768 3.330
C -3.244 3.114 -4.075
C -1.758 -1.542 4.546
C -0.018 1.602 0.585
C -4.214 4.144 -3.393
C 4.616 -1.338 2.748
C 6.545 -0.682 1.267
H -1.475 1.250 -5.119
H 6.931 0.237 0.827
H 3.089 -7.314 0.243
H 5.441 -2.220 4.532
H 5.762 1.403 2.958
H 1.435 -6.946 0.204
H 1.463 -2.819 3.505
H 6.419 -0.848 3.965
H -3.737 4.462 -2.466
H -1.137 -1.448 2.504
H -0.130 0.671 -5.945
H 2.473 -3.658 -0.006
H -0.345 -0.342 3.441
H -7.359 4.315 -5.900
H 1.023 1.354 0.378
H -0.624 0.729 0.827
H -0.745 3.879 0.065
H -0.356 -1.584 -4.787
H -6.012 2.631 -4.916
H -0.085 2.205 1.490
H 7.390 -2.017 -0.354
H 5.342 1.856 1.413
H 1.353 0.906 -4.154
H -1.417 -1.090 5.477
H -0.449 -1.673 -2.538
H -0.527 -3.590 2.067
H 5.649 -1.902 -0.387
H -2.120 -1.083 -4.711
H -3.900 0.270 4.836
H 4.974 -0.565 4.813
H -7.381 2.946 -3.936
H -5.009 1.479 -2.702
H -7.071 5.442 -4.590
H 2.278 -2.714 1.416
H -2.269 3.478 -4.400
H -3.683 2.727 -4.995
H -4.585 1.568 -0.451
H 6.355 -2.845 0.878
H -5.803 5.004 -5.604
H 0.000 -1.988 0.288
H -3.384 2.364 -1.159
H 7.396 -0.910 1.909
H 3.052 1.186 1.665
H 2.018 -6.289 2.356
H 1.761 -4.442 4.019
H 2.544 -5.901 -0.676
H -4.215 5.013 -4.050
H 1.218 5.250 0.324
H -2.990 2.296 -3.401
H -2.339 1.200 3.112
H 4.707 -2.240 2.143
H -0.388 1.570 -1.371
H -2.957 0.140 1.993
H 0.415 6.244 -0.922
H 0.930 4.590 -1.267
H 0.239 -3.337 -0.757
H -4.543 -0.251 3.536
H 0.278 -3.786 4.560
H -1.865 -0.575 -2.424
H -0.195 -5.214 2.756
H 3.200 1.104 3.412
H 3.070 -5.054 1.644
H 0.288 2.203 -3.697
H -6.404 1.959 -1.919
H -1.413 -2.573 4.628
H 3.541 -1.213 2.872
H 3.494 2.606 2.529
H -4.734 3.382 -0.516
H 1.340 -2.068 -1.021
*
```

Computed properties:
Orbital gap (spin up / spin down) ... 0.253 / 0.080 hartree
Highest occupied orbital energy (spin up / spin down) ... -9.4 / -9.4 eV
Expectation value of S² ... 0.755
LUMO (spin up / spin down) ... -2.53 / -7.24 eV